No. 1
A cluster of 20 separate species, C84H223N15O27 in total, computed with the ωB97M-V functional and the def2-TZVPD basis.

Atoms and positions in Å:
O (4.37, -6.62, 4.38)
O (-6.67, -5.49, 0.64)
O (-0.67, -3.24, -2.96)
O (-5.64, 1.24, 1.71)
O (3.58, -1.10, -4.86)
O (-7.24, -0.15, 7.67)
O (7.54, 1.76, -0.95)
O (-2.49, 1.02, -5.53)
O (4.93, -1.03, 1.23)
O (-4.45, -2.39, 4.60)
O (6.81, -5.63, 0.63)
O (-0.31, -3.58, 4.06)
O (9.01, 3.43, -4.46)
O (1.14, -6.73, 0.86)
O (-1.41, 1.16, 5.16)
O (-6.79, 6.51, 3.88)
O (2.15, 3.61, 7.54)
O (1.47, 3.76, 2.68)
O (0.67, 0.98, -0.67)
O (-1.64, 4.22, -1.65)
O (4.18, -6.00, -5.42)
O (2.09, 8.08, 7.12)
O (-3.46, 0.00, -3.16)
O (3.64, 4.48, -1.70)
O (0.17, 4.67, -8.03)
O (4.65, 2.63, -6.06)
O (-8.54, -3.13, -3.09)
N (0.39, 0.30, 7.26)
N (3.78, -3.66, -0.18)
N (-7.89, -2.56, -6.70)
N (-6.13, 4.20, 2.27)
N (7.13, 3.66, -6.85)
N (-1.29, 3.92, 2.06)
N (2.20, -4.46, 2.28)
N (-1.38, -5.10, 1.81)
N (6.73, 4.13, -2.51)
N (2.45, -3.17, -3.48)
N (-4.46, -0.47, 6.48)
N (-3.01, 2.69, -7.58)
N (-3.92, -3.06, 1.64)
N (-2.09, -1.52, -1.00)
N (1.92, 6.78, 4.71)
C (1.82, -3.91, -5.69)
C (-3.04, -0.12, 6.47)
C (5.56, -6.20, -5.81)
C (2.31, 0.77, 6.02)
C (1.56, 4.48, -8.20)
C (-1.19, 3.42, -2.80)
C (7.20, -6.98, 0.57)
C (4.07, -4.71, -4.69)
C (5.15, -0.46, 2.53)
C (-0.86, 1.27, 3.86)
C (3.30, -3.82, 4.31)
C (1.77, 1.41, -1.52)
C (-2.18, 3.87, -7.78)
C (4.75, 3.28, -7.35)
C (1.16, 5.74, 4.02)
C (4.68, -0.83, -3.96)
C (5.45, 3.96, -3.19)
C (1.67, 4.95, 7.65)
C (5.24, -3.84, 0.00)
C (5.68, -5.30, -0.21)
C (-0.63, 5.84, 0.85)
C (2.95, 8.66, 8.14)
C (3.37, -6.23, 3.49)
C (-1.16, -0.62, -0.27)
C (1.78, 8.84, 5.98)
C (-1.67, -4.21, -3.13)
C (-7.40, 7.07, 5.03)
C (4.27, 4.96, -2.88)
C (-2.73, 0.60, 5.11)
C (-1.68, -5.30, 3.19)
C (-1.16, -1.09, -5.34)
C (2.20, 2.61, 2.41)
C (1.26, -6.72, -0.51)
C (2.59, -4.26, -4.45)
C (0.99, 7.94, 5.04)
C (5.99, -0.71, -4.87)
C (1.04, 2.67, 7.37)
C (-5.51, -3.24, 4.79)
C (-8.63, -2.56, -4.41)
C (-1.42, -6.31, 0.96)
C (-6.79, -2.84, 4.03)
C (-6.42, -1.18, 7.98)
C (3.29, 2.63, -5.65)
C (-4.87, -0.82, 7.81)
C (2.08, 4.52, 3.74)
C (-6.74, 5.46, 1.73)
C (3.57, -1.35, 0.85)
C (-6.86, -6.89, 0.86)
C (2.48, 5.13, -1.27)
C (-5.49, -5.00, 1.39)
C (-5.11, -0.02, 2.15)
C (-0.15, -7.20, 1.30)
C (3.40, -4.77, 3.05)
C (-1.50, 0.22, -6.13)
C (-8.81, -4.52, -3.08)
C (-4.75, -3.42, -0.64)
C (-4.61, 0.87, -1.36)
C (-1.13, 3.65, -0.41)
C (-7.47, -2.89, -5.33)
C (-5.32, 3.59, 1.29)
C (-0.68, 3.58, -7.62)
C (6.68, 4.02, -1.05)
C (1.53, 1.20, 7.24)
C (8.99, 2.00, -4.17)
C (8.47, 3.02, -6.91)
C (-1.66, -3.95, 3.96)
C (-8.59, -0.50, 7.37)
C (-4.66, 2.28, 1.82)
C (5.68, -6.53, 3.96)
C (3.45, -2.26, -0.43)
C (-1.19, -5.31, -4.15)
C (-1.44, 4.57, 0.78)
C (6.17, 3.07, -7.81)
C (-4.44, 0.98, -2.89)
C (-5.10, -3.56, 0.87)
C (-0.71, -1.33, 1.06)
C (-0.04, -0.12, -1.21)
C (6.41, 2.61, -0.50)
C (-2.74, 4.98, -6.85)
C (7.30, 0.40, -0.56)
C (-7.61, 6.23, 2.72)
C (-0.16, -2.35, 4.75)
C (-6.18, -2.18, -4.94)
C (9.42, 3.63, -5.82)
H (-1.58, 2.40, -2.81)
H (7.46, 3.58, -2.95)
H (2.91, -3.31, -2.59)
H (-0.01, -7.33, 2.38)
H (1.92, -5.33, 1.85)
H (3.06, -1.80, -4.46)
H (-0.21, 0.40, 3.71)
H (-5.98, -0.69, 2.09)
H (1.69, 3.58, -8.81)
H (-0.11, 3.48, -2.97)
H (-3.66, 1.12, -0.91)
H (6.04, 0.03, -5.67)
H (3.07, -0.42, 0.59)
H (-8.97, -4.93, -2.08)
H (-0.27, 2.19, 3.76)
H (1.57, 1.96, 1.80)
H (-0.34, -2.32, 0.81)
H (2.78, 8.16, 9.09)
H (-3.14, -3.68, 1.43)
H (0.08, 7.57, 5.51)
H (2.54, 2.24, -6.34)
H (6.21, -7.16, 4.67)
H (-7.10, -1.80, 4.18)
H (2.64, 9.16, 5.39)
H (2.15, 0.96, 8.11)
H (-2.20, 5.92, -6.98)
H (-0.16, 0.59, 6.46)
H (2.40, -2.28, -0.70)
H (8.94, 3.21, -7.87)
H (-2.67, 2.09, -8.32)
H (-5.33, 1.62, -1.02)
H (-0.32, 3.24, -6.65)
H (-2.57, 4.80, -5.78)
H (9.86, 1.40, -4.45)
H (-4.80, -0.04, 3.19)
H (-1.57, 1.27, 3.03)
H (-9.54, -2.94, -4.87)
H (4.34, -4.52, 2.56)
H (-6.18, -1.14, -5.26)
H (0.34, 5.34, 4.63)
H (-8.67, -3.13, -6.98)
H (2.37, 5.05, -0.19)
H (3.12, 2.86, 1.87)
H (8.35, 1.95, -6.74)
H (-1.06, -2.53, -2.45)
H (-7.64, -7.19, 0.16)
H (7.66, 4.29, -0.65)
H (1.79, -4.80, -6.33)
H (4.59, -4.80, -3.74)
H (-4.24, -1.67, 8.07)
H (6.31, 2.00, -7.95)
H (-8.80, -1.26, 6.62)
H (-5.37, -2.65, -5.49)
H (0.71, 8.37, 4.08)
H (-0.73, 6.36, -0.11)
H (-8.70, -1.48, -4.33)
H (2.44, -6.49, 3.99)
H (-7.15, -7.06, 1.90)
H (5.59, -3.49, 0.97)
H (-4.58, -2.38, -0.89)
H (-0.52, 2.72, -8.27)
H (3.08, 4.84, 3.46)
H (-5.86, 6.01, 1.39)
H (-2.46, 4.94, 0.70)
H (-7.78, 8.08, 4.86)
H (-0.93, 6.56, 1.61)
H (-2.04, -4.22, 4.95)
H (-2.37, -0.98, 6.51)
H (3.31, 1.22, 6.04)
H (-3.98, 2.93, -7.76)
H (-0.28, 3.87, 2.11)
H (2.13, 3.84, 4.60)
H (0.78, -7.61, -0.93)
H (-0.98, -5.98, 3.69)
H (-4.08, 1.98, -3.13)
H (2.18, 4.31, -7.32)
H (2.95, 3.62, -5.35)
H (4.77, -1.77, -3.41)
H (-0.48, 0.16, -2.17)
H (6.44, 2.65, 0.58)
H (-8.31, -1.65, -6.62)
H (4.89, -6.03, -0.04)
H (0.16, -0.81, 1.45)
H (6.17, -0.09, 2.59)
H (-4.99, -0.09, -1.01)
H (-0.65, -0.84, -4.41)
H (0.45, 5.73, 1.00)
H (4.03, 2.87, -8.05)
H (-0.48, -1.74, -5.89)
H (-1.83, 0.21, -0.03)
H (0.70, 6.28, 3.19)
H (-0.37, -5.84, -3.66)
H (-2.52, -0.95, -1.71)
H (1.30, 1.70, -2.47)
H (3.11, -2.77, 4.12)
H (5.59, -7.12, -6.39)
H (6.29, 0.04, -0.73)
H (-5.82, -3.32, 5.83)
H (-0.51, -4.60, 1.74)
H (-5.54, -3.80, -1.29)
H (-0.58, 0.79, -6.22)
H (-2.02, -1.70, -5.05)
H (-2.83, -1.76, -0.35)
H (-2.69, -5.68, 3.31)
H (1.30, 9.77, 6.29)
H (-0.75, -1.55, 4.29)
H (8.04, -0.26, -1.02)
H (5.40, 2.29, -0.78)
H (-0.07, 3.43, -0.45)
H (-1.55, 2.66, -0.20)
H (6.21, -6.22, -4.94)
H (-5.95, -2.16, -3.88)
H (-6.60, -1.46, 9.02)
H (-3.89, -4.03, -0.90)
H (-1.56, 4.61, 2.75)
H (2.34, -6.81, -0.61)
H (6.22, 3.53, -8.80)
H (-2.80, 0.58, 7.28)
H (-9.08, -0.75, 8.31)
H (1.61, 4.75, -1.80)
H (-2.80, -0.18, 4.35)
H (7.45, 0.33, 0.51)
H (-8.06, 7.17, 2.43)
H (4.58, 4.36, -7.37)
H (8.14, -7.07, 1.13)
H (4.29, 0.04, -3.42)
H (-6.86, -3.01, 2.96)
H (6.09, -1.66, -5.40)
H (4.58, 6.00, -2.71)
H (-4.65, -1.65, 5.18)
H (3.31, -6.93, 2.65)
H (2.05, 6.51, 5.68)
H (-9.78, -4.62, -3.56)
H (5.03, -1.24, 3.29)
H (2.42, -0.31, 6.06)
H (3.27, 2.07, -4.71)
H (-5.60, 4.44, 3.10)
H (2.09, -5.14, -4.05)
H (-2.47, 4.25, -8.76)
H (-7.23, -3.96, -5.29)
H (0.45, 2.91, 6.48)
H (1.45, -3.10, -3.30)
H (-1.73, -4.67, -2.15)
H (5.89, -6.87, 2.94)
H (10.41, 3.18, -5.78)
H (1.85, 0.96, 5.05)
H (-1.48, -1.39, 1.83)
H (-1.32, -5.99, -0.08)
H (0.87, -5.80, -0.95)
H (6.89, -0.61, -4.27)
H (-5.18, -4.21, 4.40)
H (-5.96, 3.30, 0.46)
H (-8.16, -5.17, -3.67)
H (8.76, 1.78, -3.13)
H (-7.64, -3.39, 4.43)
H (-6.01, -7.51, 0.58)
H (3.06, -1.73, 1.73)
H (6.05, -5.34, -1.24)
H (5.10, 2.94, -3.04)
H (-5.80, -2.77, 1.14)
H (-3.52, 1.32, 4.91)
H (-1.99, -6.03, -4.36)
H (8.20, 1.48, -4.72)
H (-7.32, 5.22, 0.84)
H (-1.83, 0.00, -7.15)
H (3.48, 4.96, -3.63)
H (1.05, 5.12, 8.53)
H (2.48, -4.10, 4.98)
H (4.50, 0.38, 2.76)
H (5.94, 4.74, -0.70)
H (2.39, -3.15, -6.22)
H (-2.65, -3.84, -3.46)
H (9.48, 4.71, -5.95)
H (-4.68, -5.69, 1.17)
H (0.96, 5.29, 6.90)
H (4.18, -3.98, 4.93)
H (5.88, -5.37, -6.44)
H (-4.27, -0.33, 1.54)
H (7.38, -7.29, -0.45)
H (2.29, 2.31, -1.20)
H (-0.97, -4.95, -5.15)
H (2.09, 5.21, -8.81)
H (-2.25, -3.14, 3.52)
H (6.12, -5.54, 4.09)
H (4.65, -4.00, -5.28)
H (-0.41, -8.17, 0.88)
H (-9.09, 0.42, 7.06)
H (-6.62, 7.04, 5.79)
H (-5.03, 0.32, 6.20)
H (-3.79, 2.14, 1.19)
H (-8.22, 6.47, 5.43)
H (2.55, 6.19, -1.52)
H (6.78, 3.45, -5.92)
H (-4.72, -0.04, 8.55)
H (-2.32, -6.92, 1.02)
H (2.47, 2.00, 3.28)
H (3.27, -3.94, 0.65)
H (1.49, -4.14, 2.92)
H (2.67, 9.68, 8.39)
H (4.02, -1.82, -1.25)
H (-8.36, 5.50, 3.02)
H (-5.32, 0.81, -3.51)
H (2.51, 0.63, -1.71)
H (-4.38, 2.49, 2.86)
H (2.49, 5.66, 7.78)
H (0.39, 2.82, 8.22)
H (4.02, 8.72, 7.91)
H (0.88, -2.05, 4.85)
H (0.81, -3.59, -5.45)
H (-4.66, 4.34, 0.85)
H (0.68, -0.91, -1.38)
H (-4.00, -2.92, 2.64)
H (-1.65, 3.88, -3.68)
H (5.58, 3.98, -4.27)
H (5.77, -3.20, -0.70)
H (-3.83, 5.02, -6.87)
H (-5.64, -5.08, 2.47)
H (-2.68, 1.71, -6.17)
H (-3.16, 0.15, -4.06)
H (-6.59, -2.08, 7.39)
H (-0.51, -2.38, 5.78)
H (-0.20, 0.49, 8.05)
H (6.44, -7.58, 1.08)

Its spin multiplicity is 1. Its lowest unoccupied orbital energy is 0.4917 eV.

No. 2
A structure of composition C25H32BrN3O3ReS4, computed with the ωB97M-V functional and the def2-TZVPD basis.

Atoms and positions in Å:
Re (-0.82, 0.12, 0.15)
Br (5.44, 1.28, 3.18)
S (-1.69, -1.83, 1.49)
S (-2.73, 1.31, 1.06)
S (1.01, -4.51, -0.80)
S (-2.40, -0.73, -1.55)
O (-0.07, -3.53, -0.41)
O (0.36, 0.59, 1.63)
O (-1.02, 1.39, 3.21)
N (0.89, -0.72, -0.57)
N (3.23, -1.36, -0.89)
N (2.28, 2.50, 5.52)
C (-3.81, 1.39, -0.40)
C (0.42, 3.90, -3.59)
C (-2.74, -2.43, -1.04)
C (-0.61, 5.16, -1.77)
C (-0.19, 3.93, -2.32)
C (3.49, 2.24, 5.04)
C (-0.52, 1.69, -0.96)
C (0.20, 6.28, -3.73)
C (-3.63, 0.13, 2.13)
C (0.61, 5.07, -4.29)
C (2.60, 1.28, 3.04)
C (-0.38, 2.75, -1.60)
C (-2.75, -0.97, 2.69)
C (-2.95, -2.63, 0.45)
C (1.33, 1.55, 3.55)
C (3.93, -2.17, 0.13)
C (-3.99, 0.09, -1.15)
C (3.69, 1.63, 3.80)
C (0.56, -6.07, -0.06)
C (2.00, -1.02, -0.72)
C (0.72, -4.94, -2.51)
C (1.23, 2.16, 4.79)
C (-0.41, 6.33, -2.48)
C (0.10, 1.19, 2.80)
C (4.01, -0.88, -2.04)
H (4.87, -0.32, -1.69)
H (3.24, -2.39, 0.95)
H (-4.59, -0.63, -0.59)
H (2.72, 0.82, 2.07)
H (-4.77, 1.79, -0.09)
H (0.72, 2.95, -4.01)
H (-4.49, 0.27, -2.10)
H (-1.08, 5.17, -0.80)
H (0.62, -5.95, 1.02)
H (4.27, -3.10, -0.32)
H (-2.90, -3.70, 0.67)
H (-0.22, -5.49, -2.60)
H (-3.32, 2.14, -1.02)
H (-3.62, -2.77, -1.60)
H (0.25, 2.39, 5.20)
H (0.68, -4.01, -3.07)
H (-0.72, 7.28, -2.06)
H (-3.36, -1.73, 3.18)
H (1.27, -6.84, -0.38)
H (1.07, 5.06, -5.26)
H (-0.45, -6.33, -0.37)
H (-1.87, -2.99, -1.37)
H (0.36, 7.20, -4.28)
H (-4.46, -0.27, 1.55)
H (4.33, 2.51, 5.65)
H (-3.92, -2.26, 0.78)
H (1.55, -5.54, -2.87)
H (4.35, -1.74, -2.62)
H (-2.06, -0.57, 3.42)
H (3.38, -0.25, -2.66)
H (4.78, -1.60, 0.51)
H (-4.04, 0.71, 2.96)

As for the net charge: +2. Its energy above the lowest of the compared OMol25 structures with the same formula, charge and spin is 0.00 kJ/mol. Its spin multiplicity is 2. Its lowest unoccupied orbital energy (alpha / beta) is -7.8662 / -7.1373 eV.